11
Properties=species:S:1:pos:R:3 method="wB97M-V/def2-TZVPD" charge=+1 e_homo_ev=-12.263 spin_multiplicity=1 gap_ev=6.8 largest_force_ev_per_a=0.5 total_energy_ev=-9666.172 de_lowest_kj_mol=0.00
O 0.81 -2.03 -1.21
C -0.26 -2.63 -1.20
C -0.42 -3.96 -0.50
C -1.49 -2.09 -1.89
H 0.54 -4.27 -0.04
H -0.73 -4.74 -1.21
H -1.18 -3.88 0.30
H -1.83 -2.79 -2.66
H -2.30 -1.94 -1.15
H -1.27 -1.12 -2.36
Na 4.85 0.24 -1.27